A molecular structure, C45H52BrCl3N4O2Sr in a non-equilibrium geometry, computed with the ωB97M-V functional and the def2-TZVPD basis.

HOMO energy (alpha / beta) in eV: -1.562 / -1.563
Gap between HOMO and LUMO (alpha / beta) in Eh: 0.2036 / 0.2036
Spin multiplicity: 1
Net charge: -2
ΔE to the lowest compared entry with this formula, charge and spin in eV: 0.5433

The geometry in XYZ format:
```
108
Properties=species:S:1:pos:R:3:forces:R:3
Sr -0.452677 0.192849 0.782717 -0.6 -1.3 0.7
C -4.138979 -0.552718 -4.238052 0.5 -0.5 0.1
C -2.694155 -0.405175 -4.699307 1.1 0.4 -0.4
C -1.755793 0.214028 -3.650704 -1.5 -0.5 -1.4
C -1.470869 1.530351 -3.444812 0.5 -0.6 -0.1
C -1.885115 2.687005 -4.305248 0.0 1.1 2.4
C -0.779671 3.334382 -5.106216 -0.1 -0.9 -1.9
C -0.687709 1.543593 -2.220633 -0.2 0.8 0.2
C -0.142973 2.747539 -1.662258 1.3 1.0 0.5
C 0.798168 2.833887 -0.645300 0.5 -0.7 1.1
C 1.523428 4.082681 -0.176073 -2.1 0.2 -2.2
C 1.194142 5.454479 -0.796250 -1.1 -2.3 -0.8
C -0.087052 6.135236 -0.270747 0.5 0.1 0.6
C 2.413238 3.701078 0.720090 1.4 -1.2 1.7
C 2.255958 2.199894 0.922390 -0.7 -0.1 -0.1
C 2.932354 1.405398 1.883943 -1.0 1.3 -0.6
C 2.696216 0.069253 2.243615 0.1 0.1 0.0
N 1.835923 -0.717167 1.592108 0.7 0.0 -0.1
C 2.073421 -1.996125 2.032074 -0.2 1.2 0.6
C 1.502760 -3.077557 1.489959 -0.8 -2.0 -0.5
C 0.641053 -3.170304 0.364982 -1.4 -0.9 -0.4
N 0.047303 -2.174901 -0.302394 0.5 1.1 0.6
C -0.689899 -2.680946 -1.318035 0.3 0.9 0.0
C -1.241873 -1.874997 -2.345592 0.1 -2.9 -1.0
C -1.191384 -0.549711 -2.589621 0.7 2.0 1.9
N -0.577021 0.325742 -1.684363 -0.2 0.3 -1.2
C -0.636125 -4.104031 -1.266079 1.6 -1.7 -0.1
C 0.176771 -4.445875 -0.200363 0.5 -0.3 0.2
C 0.530358 -5.843748 0.394193 0.7 2.2 0.3
C 1.970913 -6.309888 0.185800 0.4 0.8 -1.2
C -1.120187 -5.050463 -2.327494 0.3 0.3 -0.6
C -2.626944 -5.102631 -2.217365 -0.2 -0.4 0.5
C 3.000977 -1.957376 3.152322 0.1 -0.4 0.5
C 3.404818 -0.698287 3.309573 -0.7 1.5 -0.1
C 4.370509 -0.127477 4.307175 0.5 1.4 -3.3
C 5.650137 0.098704 3.463251 -0.7 -0.1 1.0
C 3.457211 -3.105034 3.964026 -0.1 -0.3 1.7
C 4.743283 -3.710548 3.387922 -1.2 -0.8 0.8
N 1.269046 1.746002 0.122676 0.4 1.9 -0.9
C 3.412751 4.550586 1.473518 -0.2 -1.5 0.5
C 4.858732 4.211530 1.134264 0.3 -0.7 1.9
H -4.816547 -1.086796 -4.925296 0.5 0.1 0.2
H -4.503022 0.434557 -4.090347 -0.6 1.0 0.1
H -4.131905 -1.006909 -3.256983 -0.3 -0.4 0.2
H -2.699239 0.215141 -5.612672 0.2 -0.2 0.2
H -2.231195 -1.358998 -4.976479 -0.3 -0.1 -0.1
H -2.243734 3.452300 -3.560247 -0.1 -0.5 -0.8
H -2.722537 2.358072 -4.876747 -0.6 0.0 -0.7
H -0.127098 3.915589 -4.503184 0.7 0.3 0.6
H -1.106969 3.986671 -5.940445 -0.3 -0.2 0.5
H -0.212030 2.533524 -5.610624 0.1 0.3 0.3
H -0.284198 3.752989 -2.127162 -0.4 -1.2 0.0
H 1.170040 5.289333 -1.922654 -0.3 0.2 1.3
H 1.994505 6.090133 -0.654822 1.9 1.5 0.4
H -0.856927 5.406026 0.014989 0.1 0.3 -0.5
H -0.429072 6.872112 -1.001635 -0.3 -0.2 0.0
H 0.119914 6.713643 0.660920 0.0 -0.5 -0.5
H 3.583545 2.016249 2.456501 0.8 0.1 0.8
H 1.684712 -4.068561 1.941507 0.2 0.7 -0.1
H -1.594334 -2.478452 -3.211475 -0.2 0.4 0.7
H -0.097897 -6.587152 -0.061731 -0.8 -0.3 0.6
H 0.478991 -5.647805 1.484093 -1.0 -0.8 -0.4
H 2.046731 -6.529808 -0.900989 0.5 -0.1 0.6
H 2.271844 -7.177446 0.791486 -0.3 0.2 -0.2
H 2.655981 -5.465980 0.401135 -0.2 -0.5 -0.1
H -0.651603 -6.070057 -2.321774 -0.3 0.8 0.5
H -0.837391 -4.653045 -3.337904 -0.2 -0.1 0.7
H -2.902281 -5.690293 -1.296978 0.0 0.9 -0.8
H -3.001523 -5.641210 -3.072534 -0.7 -0.2 -0.4
H -3.020328 -4.059784 -2.199424 0.0 -1.0 0.2
H 4.548324 -0.755184 5.103483 0.3 -1.4 1.9
H 4.093315 0.864594 4.637358 -0.5 0.1 0.4
H 6.006170 -0.806644 3.104827 0.4 -2.2 -0.8
H 6.507694 0.433800 3.997332 0.5 1.2 0.6
H 5.368058 0.632412 2.586703 0.2 1.0 -0.5
H 2.615416 -3.804611 4.010513 0.4 -0.3 -0.1
H 3.632802 -2.833537 5.071002 -0.2 0.0 -1.6
H 4.520198 -4.121554 2.412090 0.2 -0.4 -0.1
H 5.220210 -4.398604 4.090812 -0.3 -0.5 -0.3
H 5.448575 -2.951008 3.279056 1.1 1.5 -0.4
H 3.221935 4.526830 2.551388 0.0 -0.4 0.0
H 3.240375 5.558421 1.248194 -0.2 1.7 -0.7
H 5.174233 3.157602 1.343583 -0.4 0.9 0.3
H 5.556466 4.946669 1.564734 -0.1 -0.4 0.1
H 4.935663 4.275082 0.110622 0.4 0.3 -2.6
Cl -3.157311 7.716073 1.814178 0.0 -0.4 0.1
C -2.940290 5.974909 1.638103 0.3 -0.2 0.1
C -2.102314 5.254276 2.468903 0.9 -0.9 1.0
C -1.814634 3.908128 2.157751 0.3 1.0 1.1
Cl -0.598722 3.019007 3.113784 -0.7 0.6 -0.4
C -2.408740 3.191461 1.092330 0.9 -1.3 0.1
O -2.114512 1.988332 0.828585 -0.3 0.2 0.0
C -3.286157 3.984769 0.353641 -0.8 0.1 -1.8
Cl -4.030267 3.330163 -1.143539 0.4 0.0 0.9
C -3.495553 5.314444 0.559752 -0.4 0.7 0.4
H -1.642527 5.673825 3.388001 -0.3 -0.1 -0.9
H -4.139174 5.849230 -0.094835 -0.4 0.3 -0.5
Br -2.105145 -1.890239 2.873054 0.1 0.1 -0.2
C -4.790402 -4.579821 1.334561 0.8 1.1 1.4
C -5.079918 -3.756677 0.109132 0.4 -1.0 -1.8
C -4.806626 -2.279513 0.073131 -0.4 -0.6 2.1
O -5.408595 -4.300135 -0.940006 -0.3 0.0 0.6
H -5.426427 -4.171336 2.141028 0.2 -0.3 -0.1
H -3.744194 -4.348756 1.691157 -0.9 -0.1 -0.4
H -4.906244 -5.663846 1.290965 -0.2 0.2 -0.6
H -5.297718 -1.815523 0.955748 0.2 0.0 -0.6
H -5.165466 -1.893603 -0.858971 0.1 0.4 -0.4
H -3.745948 -2.152683 0.293645 0.2 0.3 -0.3
```
Positions in Å, forces in eV/Å.